[1]
This record from the OMol25 dataset describes 2 unconnected molecules or ions with the total composition C5H7NO at a distorted geometry. The level of theory is the ωB97M-V functional and the def2-TZVPD basis.

Results
total charge: 0
LUMO level: 0.5 eV
calculated total energy: -8832.0334 eV
orbital gap: 9.4 eV
F_max: 1.14 eV/Å
relative energy (zero: lowest compared OMol25 entry of this formula, charge and spin): 4.169 eV

Each line ends with the Mulliken charge.
Element x y z (Å)
O 0.3680 0.5828 -1.7261  -0.220
C -0.4621 0.9191 -0.7810  -0.319
C -1.4225 -0.2180 -0.3743  -0.260
C -1.0859 -1.5373 -0.9118  0.302
N -0.6855 -2.4770 -1.4604  -0.453
C 1.0533 1.1977 1.1675  -0.492
C 1.2317 -0.1191 1.2725  -0.539
H 0.3496 -0.3682 -1.9906  0.263
H -1.5230 -0.2496 0.7132  0.287
H -2.3895 0.1028 -0.7782  0.357
H 1.6593 1.8097 0.5061  0.272
H 0.3079 1.7314 1.7509  0.264
H 0.6303 -0.7292 1.9429  0.285
H 1.9683 -0.6450 0.6692  0.254

Cartesian forces (eV/Å) of the 6 atoms listed first:
O -0.2 0.0 0.0
C -0.1 -0.2 -0.4
C -0.1 0.0 0.0
C 0.4 -0.8 -0.5
N -0.3 0.9 0.5
C 0.2 -0.1 0.2



[2]
This record from the OMol25 dataset describes 2 unconnected molecules or ions with the total composition C5H7NO. The level of theory is the ωB97M-V functional and the def2-TZVPD basis.

Results
total charge: 0
LUMO level: 0.9 eV
calculated total energy: -8832.8928 eV
SMILES string: C=C=CC=O.C=N
orbital gap: 10.3 eV
F_max: 0.50 eV/Å
relative energy (zero: lowest compared OMol25 entry of this formula, charge and spin): 3.310 eV

Each line ends with the Mulliken charge.
Element x y z (Å)
C 1.6121 -1.2690 -0.8951  -0.697
C 1.1332 -0.0649 -0.7443  0.233
C 0.5935 1.1217 -0.6117  -0.288
C -0.8868 1.2625 -0.4158  0.111
O -1.6838 0.4469 -0.8290  -0.520
H 2.0530 -1.8397 -0.0806  0.257
H 1.5665 -1.7584 -1.8659  0.235
H 1.1856 2.0360 -0.6443  0.363
H -1.2150 2.1979 0.0741  0.274
C -1.0910 -0.7778 1.7667  -0.320
N -0.7571 0.4392 1.8555  -0.369
H -1.5386 -1.1129 0.8252  0.254
H -0.9416 -1.5219 2.5560  0.266
H -0.3061 0.6838 2.7336  0.200

Cartesian forces (eV/Å) of the 6 atoms listed first:
C -0.1 0.2 0.0
C 0.1 0.0 -0.2
C 0.0 -0.1 -0.1
C -0.2 -0.2 -0.2
O 0.2 0.4 0.0
H -0.2 0.2 0.0



[3]
This record from the OMol25 dataset describes a single C5H7NO molecule. The level of theory is the ωB97M-V functional and the def2-TZVPD basis.

Results
total charge: 0
LUMO level: -0.3 eV
calculated total energy: -8832.3881 eV
orbital gap: 8.7 eV
F_max: 0.33 eV/Å
relative energy (zero: lowest compared OMol25 entry of this formula, charge and spin): 3.815 eV

Each line ends with the Mulliken charge.
Element x y z (Å)
N -0.8086 1.4814 -1.7703  -0.690
C -0.5041 0.6172 -0.8996  0.562
O -0.3801 -0.7070 -1.1947  -0.411
C -0.0894 -1.6064 -0.1074  -0.242
C 0.6914 -1.2187 1.0600  -0.504
C 0.9849 0.2246 1.0659  -0.322
C -0.2290 0.9902 0.5313  -0.519
H -0.9673 1.0330 -2.6744  0.277
H 0.3618 -2.4956 -0.5569  0.397
H -1.0256 -1.9744 0.3480  0.306
H -1.0850 0.6970 1.1524  0.282
H 1.8540 0.3121 0.3837  0.310
H 1.3181 0.5777 2.0451  0.279
H -0.1212 2.0689 0.6167  0.275

Cartesian forces (eV/Å) of the 6 atoms listed first:
N 0.1 -0.3 0.1
C -0.1 0.3 0.0
O 0.1 0.1 0.1
C 0.1 -0.2 0.2
C 0.2 0.0 -0.2
C 0.0 -0.2 0.2



[4]
This record from the OMol25 dataset describes a single C5H7NO molecule. The level of theory is the ωB97M-V functional and the def2-TZVPD basis.

Results
total charge: 0
LUMO level: 0.7 eV
calculated total energy: -8833.4055 eV
SMILES string: O=C1CN2CC[C@@H]12
orbital gap: 10.3 eV
F_max: 0.92 eV/Å
relative energy (zero: lowest compared OMol25 entry of this formula, charge and spin): 2.797 eV

Each line ends with the Mulliken charge.
Element x y z (Å)
O 1.9431 1.1736 -1.6022  -0.551
C 1.2244 0.6189 -0.8174  0.444
C 1.5062 -0.4321 0.2436  -0.441
N 0.1430 -0.9744 0.0292  -0.360
C -0.8020 -0.3915 1.0283  -0.393
C -1.4700 0.4259 -0.0675  -0.517
C -0.2394 0.2038 -0.9443  -0.134
H 2.3152 -1.1158 -0.0264  0.262
H 1.6897 -0.0233 1.2446  0.238
H -0.2949 0.2458 1.7657  0.228
H -1.4192 -1.1215 1.5589  0.312
H -1.8721 1.4173 0.1279  0.329
H -2.2404 -0.2012 -0.5292  0.233
H -0.4801 0.1878 -2.0180  0.350

Cartesian forces (eV/Å) of the 6 atoms listed first:
O -0.3 0.1 0.4
C 0.4 0.4 -0.2
C 0.3 0.1 0.0
N -0.1 0.1 -0.3
C -0.2 0.1 0.2
C -0.2 0.2 0.1



[5]
This record from the OMol25 dataset describes a single C5H7NO molecule. The level of theory is the ωB97M-V functional and the def2-TZVPD basis.

Results
total charge: 0
LUMO level: 0.9 eV
calculated total energy: -8836.0127 eV
SMILES string: O=C1CC=CCN1
orbital gap: 10.4 eV
F_max: 0.55 eV/Å
relative energy (zero: lowest compared OMol25 entry of this formula, charge and spin): 0.190 eV

Each line ends with the Mulliken charge.
Element x y z (Å)
O -1.1872 -1.8662 1.4806  -0.654
C -0.6387 -1.0678 0.7384  0.287
C -1.4556 -0.1560 -0.1642  -0.434
C -0.7009 1.0273 -0.7173  -0.321
C 0.6266 1.0984 -0.6610  -0.306
C 1.4869 0.0595 -0.0021  -0.500
N 0.7073 -0.8797 0.7778  -0.134
H -2.2829 0.0873 0.5146  0.294
H -1.9248 -0.7192 -0.9843  0.281
H -1.2331 1.7933 -1.2849  0.349
H 1.1672 1.9127 -1.1378  0.344
H 2.2185 0.5437 0.6574  0.304
H 2.0753 -0.4710 -0.7687  0.242
H 1.1414 -1.3624 1.5514  0.247

Cartesian forces (eV/Å) of the 6 atoms listed first:
O 0.1 0.1 -0.3
C 0.0 0.1 0.1
C -0.1 0.0 0.2
C 0.4 -0.2 -0.2
C -0.1 -0.1 0.0
C 0.0 0.1 0.0



[6]
This record from the OMol25 dataset describes a single C5H7NO molecule at a distorted geometry. The level of theory is the ωB97M-V functional and the def2-TZVPD basis.

Results
total charge: 0
LUMO level: 1.0 eV
calculated total energy: -8834.9034 eV
SMILES string: Cc1occc1N
orbital gap: 8.2 eV
F_max: 2.85 eV/Å
relative energy (zero: lowest compared OMol25 entry of this formula, charge and spin): 1.299 eV

Each line ends with the Mulliken charge.
Element x y z (Å)
C 0.4606 1.1772 -1.5237  -1.314
C 0.4341 0.3615 -0.2929  0.259
O 1.6262 0.2304 0.3764  -0.366
C 1.2729 -0.3811 1.5375  -0.247
C 0.0595 -1.0321 1.4359  -0.784
C -0.5272 -0.4346 0.2980  0.883
N -1.7893 -0.6114 -0.1207  -0.464
H -0.2571 2.0000 -1.4509  0.293
H 0.2035 0.5702 -2.3979  0.297
H 1.4504 1.6092 -1.6996  0.317
H 2.0306 -0.3603 2.3095  0.413
H -0.4386 -1.5793 2.2222  0.351
H -2.1077 -0.2846 -1.0261  0.183
H -2.4177 -1.2652 0.3325  0.178

Cartesian forces (eV/Å) of the 6 atoms listed first:
C -0.3 0.0 -0.3
C -0.3 -1.0 -0.5
O -1.3 0.9 1.7
C 0.8 -2.0 -0.1
C 1.2 1.9 1.1
C 1.8 0.7 -1.0



[7]
This record from the OMol25 dataset describes a molecular structure, C5H7NO at a distorted geometry. The level of theory is the ωB97M-V functional and the def2-TZVPD basis.

Results
total charge: 0
LUMO level: 0.2 eV
calculated total energy: -8830.3922 eV
orbital gap: 9.2 eV
F_max: 4.92 eV/Å
relative energy (zero: lowest compared OMol25 entry of this formula, charge and spin): 5.811 eV

Each line ends with the Mulliken charge.
Element x y z (Å)
C -1.6672 -0.7440 -0.2209  -0.446
N -1.8145 0.7220 -0.1229  -0.664
C -0.4887 0.1642 -0.1644  0.641
C 0.7143 0.1482 0.9222  0.144
C 1.5130 -0.3285 -0.2683  -0.876
C 0.6103 0.1715 -1.1536  -0.679
O 1.3151 1.3999 1.0817  -0.564
H -1.9032 -1.4150 0.6095  0.241
H -1.9971 -1.1142 -1.1918  0.247
H -1.9347 0.9837 0.8521  0.285
H 0.6070 -0.4312 1.8456  0.369
H 2.2378 -1.1131 -0.2958  0.442
H 2.1573 1.0275 0.2776  0.419
H 0.6506 0.5291 -2.1713  0.442

Cartesian forces (eV/Å) of the 6 atoms listed first:
C 0.1 -0.1 -0.1
N 0.3 0.4 0.4
C 0.5 0.2 1.1
C -1.5 -1.3 -1.0
C -1.2 -1.5 -0.8
C 0.3 -0.4 -0.4



[8]
This record from the OMol25 dataset describes a single C5H7NO molecule. The level of theory is the ωB97M-V functional and the def2-TZVPD basis.

Results
total charge: 0
LUMO level: 0.9 eV
calculated total energy: -8832.5398 eV
SMILES string: C=C[C@@H](O)[C@H]1C=N1
orbital gap: 10.6 eV
F_max: 0.93 eV/Å
relative energy (zero: lowest compared OMol25 entry of this formula, charge and spin): 3.663 eV

Each line ends with the Mulliken charge.
Element x y z (Å)
C 1.6392 -0.4659 -0.1925  -0.891
C 0.9807 0.6832 -0.0784  -0.347
C -0.4393 0.7673 -0.5881  0.263
O -0.4680 0.2575 -1.9118  -0.529
C -1.2070 -0.0998 0.4214  -0.149
C -0.4375 -0.8909 1.3509  -0.196
N -0.8728 0.1663 1.8726  -0.528
H 1.2284 -1.2658 -0.8058  0.319
H 2.5458 -0.6776 0.3640  0.320
H 1.3211 1.4695 0.5910  0.336
H -0.8321 1.7966 -0.5611  0.306
H -1.3338 0.4311 -2.2993  0.320
H -2.2371 -0.3920 0.2185  0.403
H 0.1214 -1.7813 1.5978  0.374

Cartesian forces (eV/Å) of the 6 atoms listed first:
C 0.2 0.3 -0.2
C 0.3 -0.1 -0.2
C 0.2 0.1 0.3
O -0.3 -0.1 -0.1
C -0.2 0.1 -0.3
C -0.6 0.2 0.7



[9]
This record from the OMol25 dataset describes a single C5H7NO molecule at a distorted geometry. The level of theory is the ωB97M-V functional and the def2-TZVPD basis.

Results
total charge: 0
LUMO level: 0.7 eV
calculated total energy: -8835.0594 eV
SMILES string: C=C(O)[C@@H](C)C#N
orbital gap: 10.1 eV
F_max: 1.13 eV/Å
relative energy (zero: lowest compared OMol25 entry of this formula, charge and spin): 1.143 eV

Each line ends with the Mulliken charge.
Element x y z (Å)
C -1.3116 1.4576 -0.3974  -1.147
C -0.1566 0.8819 -0.0667  0.411
O 0.8522 1.5890 0.5161  -0.484
C 0.2587 -0.5474 -0.3751  0.861
C 1.1905 -1.2026 0.6541  -1.346
C -0.9271 -1.3803 -0.6278  0.044
N -1.8510 -2.0474 -0.8243  -0.460
H -1.3831 2.5423 -0.3868  0.273
H -2.1827 0.9045 -0.7181  0.303
H 0.4287 2.3942 0.8495  0.334
H 0.8032 -0.4918 -1.3278  0.146
H 0.6972 -1.3215 1.6212  0.335
H 1.4976 -2.1886 0.2953  0.385
H 2.0842 -0.5899 0.7876  0.346

Cartesian forces (eV/Å) of the 6 atoms listed first:
C 0.1 -0.1 -0.1
C -0.4 0.0 -0.1
O -0.1 0.2 0.0
C 0.0 0.1 0.0
C 0.0 0.0 0.1
C -0.8 -0.6 -0.2



[10]
This record from the OMol25 dataset describes a single C5H7NO molecule. The level of theory is the ωB97M-V functional and the def2-TZVPD basis.

Results
total charge: 0
LUMO level: 0.9 eV
calculated total energy: -8835.8860 eV
SMILES string: C[C@H]1C=CNC1=O
orbital gap: 9.7 eV
F_max: 0.57 eV/Å
relative energy (zero: lowest compared OMol25 entry of this formula, charge and spin): 0.317 eV

Each line ends with the Mulliken charge.
Element x y z (Å)
C 0.6918 1.2873 -1.0985  -1.346
C 0.0007 0.0045 -0.6675  0.767
C 0.8265 -0.9902 0.1157  -0.588
C 0.1626 -1.3339 1.2217  -0.360
N -1.0595 -0.6304 1.3221  -0.168
C -1.1607 0.2760 0.2757  0.047
O -2.0532 1.0813 0.1358  -0.604
H 1.5771 1.0924 -1.7115  0.354
H 0.9944 1.8656 -0.2209  0.339
H -0.0211 1.8816 -1.6734  0.321
H -0.5213 -0.4320 -1.5393  0.222
H 1.8543 -1.2627 -0.0964  0.353
H 0.5212 -1.9321 2.0542  0.398
H -1.9377 -1.0146 1.6314  0.265

Cartesian forces (eV/Å) of the 6 atoms listed first:
C 0.0 0.1 0.0
C 0.0 0.1 0.0
C 0.0 0.0 0.2
C 0.1 0.0 -0.2
N -0.1 0.0 -0.1
C -0.3 0.1 -0.2



[11]
This record from the OMol25 dataset describes a single C5H7NO molecule. The level of theory is the ωB97M-V functional and the def2-TZVPD basis.

Results
total charge: 0
LUMO level: 0.8 eV
calculated total energy: -8832.8481 eV
SMILES string: OCC#C[C@H]1CN1
orbital gap: 10.1 eV
F_max: 0.62 eV/Å
relative energy (zero: lowest compared OMol25 entry of this formula, charge and spin): 3.355 eV

Each line ends with the Mulliken charge.
Element x y z (Å)
O 2.8765 -1.3832 0.9755  -0.523
C 2.5418 -0.3113 0.1209  -0.685
C 1.1270 0.0879 0.1859  0.813
C -0.0228 0.4434 0.2689  -0.290
C -1.3879 0.9101 0.3166  -0.285
C -2.4516 0.1187 -0.3530  -0.412
N -2.3898 0.1920 1.1027  -0.593
H 2.5860 -1.1445 1.8648  0.318
H 3.1705 0.5623 0.3311  0.273
H 2.8034 -0.6323 -0.8906  0.282
H -1.4832 1.9908 0.3473  0.312
H -2.1100 -0.7877 -0.8546  0.264
H -3.2846 0.6457 -0.8127  0.251
H -1.9957 -0.6791 1.4425  0.275

Cartesian forces (eV/Å) of the 6 atoms listed first:
O -0.1 -0.1 0.3
C 0.1 0.2 -0.3
C -0.4 0.1 0.1
C 0.6 -0.2 -0.1
C 0.2 0.2 -0.1
C 0.0 0.1 -0.4



[12]
This record from the OMol25 dataset describes a single C5H7NO molecule at a distorted geometry. The level of theory is the ωB97M-V functional and the def2-TZVPD basis.

Results
total charge: 0
LUMO level: 0.8 eV
calculated total energy: -8835.1376 eV
SMILES string: [H]/N=C1/C=C(C)CO1
orbital gap: 10.1 eV
F_max: 1.57 eV/Å
relative energy (zero: lowest compared OMol25 entry of this formula, charge and spin): 1.065 eV

Each line ends with the Mulliken charge.
Element x y z (Å)
H 3.4986 -0.1035 0.3776  0.276
N 2.8537 -0.6744 -0.1731  -0.727
C 1.6668 -0.3455 0.1120  0.322
C 0.4078 -0.8626 -0.4545  -0.330
C -0.5958 -0.0461 -0.1301  0.544
C -2.0526 -0.2561 -0.4423  -1.197
C 0.0259 1.0956 0.6625  -0.301
O 1.3286 0.6104 1.0286  -0.400
H 0.3519 -1.7837 -1.0173  0.423
H -2.7118 0.0260 0.3873  0.321
H -2.3669 0.3202 -1.3186  0.279
H -2.2364 -1.3142 -0.6629  0.315
H -0.5716 1.3870 1.5397  0.273
H 0.4018 1.9470 0.0911  0.202

Cartesian forces (eV/Å) of the 6 atoms listed first:
H 0.0 -0.1 -0.1
N -0.2 0.0 0.2
C 0.2 -0.3 0.0
C -0.1 0.0 0.0
C 0.3 0.0 -0.1
C 0.1 0.1 0.0